[1]
{"formula": "C32H26Br2N6NaO3S", "method": "ωB97M-V/def2-TZVPD", "e_homo_ev": -4.43, "total_energy_ev": -204030.4880, "total_charge": -1, "fmax_ev_per_a": 1.85, "multiplicity": 1, "de_lowest_kj_mol": 48.5, "lumo_energy_ev": 2.06, "elements": ["C", "Br", "C", "H", "C", "H", "H", "Br", "C", "H", "C", "H", "N", "C", "C", "H", "H", "C", "H", "C", "C", "H", "H", "C", "C", "C", "H", "H", "H", "O", "H", "H", "N", "C", "H", "N", "C", "H", "C", "H", "C", "O", "C", "H", "C", "Na", "C", "C", "C", "H", "C", "H", "C", "C", "H", "C", "H", "C", "S", "C", "H", "N", "H", "C", "C", "C", "H", "N", "O", "N", "C"], "xyz": [[-2.99, 1.03, 2.92], [3.47, -4.53, 3.66], [-0.55, 2.99, -3.22], [-3.96, 2.26, -1.26], [-3.15, 2.57, -1.91], [2.81, 2.74, -3.60], [-2.55, 0.05, 2.77], [2.10, -5.14, -4.21], [0.72, 3.31, -3.67], [-5.97, 2.48, 3.65], [0.08, -1.95, -2.52], [1.11, 5.20, 5.13], [2.30, -1.09, 0.75], [-4.92, 2.39, 3.40], [2.72, -0.84, 1.99], [-4.93, 0.24, 3.36], [-3.55, 2.69, -2.92], [1.49, -3.77, -3.03], [-4.58, 4.51, 3.35], [-2.20, 2.17, 2.76], [2.09, -3.63, -1.80], [0.87, 4.16, -4.32], [2.43, -4.46, 0.88], [2.55, -3.43, 1.20], [1.63, -2.61, -0.98], [-0.76, 2.01, 2.28], [2.37, 5.25, 1.04], [-0.02, -3.05, -4.37], [2.49, 6.20, 3.33], [-0.82, 1.77, 0.87], [-0.74, -1.27, -2.75], [0.88, 3.34, 0.57], [-2.22, 0.33, -1.39], [-2.79, 3.41, 2.91], [-1.40, 3.58, -3.52], [-3.43, 0.07, -0.85], [0.13, 3.20, 2.57], [-4.85, -2.18, 0.79], [-0.72, 1.88, -2.38], [2.34, 0.81, -2.09], [1.76, 4.83, 1.84], [-0.12, -0.31, 2.22], [3.08, -1.82, 2.90], [-1.33, 2.49, 0.47], [0.47, -2.93, -3.42], [-0.44, -0.25, 0.24], [3.00, -3.13, 2.48], [-3.54, -1.16, -0.36], [1.54, 1.45, -2.44], [-2.76, 3.54, -1.59], [0.22, 3.73, 3.86], [-5.31, -0.55, 0.41], [-4.34, 1.14, 3.24], [1.06, 4.80, 4.13], [3.38, -1.56, 3.90], [1.80, 2.53, -3.28], [2.91, -4.27, -1.49], [0.92, 3.76, 1.57], [-2.42, -2.44, -0.36], [-4.14, 3.53, 3.23], [-2.20, 4.31, 2.78], [-4.78, -1.38, 0.18], [2.75, 0.21, 2.28], [2.20, -2.37, 0.38], [-2.07, 1.52, -1.87], [1.83, 5.36, 3.11], [-0.36, 3.28, 4.65], [0.64, -1.79, -1.33], [0.26, 0.86, 4.11], [0.33, 1.14, -2.00], [-0.13, 0.72, 2.95]], "mulliken_charge": [-0.226, -0.218, -0.861, 0.451, -1.908, 0.416, 0.501, -0.214, -0.526, 0.392, -0.337, 0.381, -0.139, -0.420, -0.333, 0.456, 0.368, -0.118, 0.391, -0.229, -0.755, 0.401, 0.504, -0.927, 0.277, 2.435, 0.429, 0.455, 0.390, 0.126, 0.228, 0.484, 0.953, -0.039, 0.439, -1.188, -0.673, 0.248, 0.510, 0.375, -0.791, -0.749, -0.599, 0.260, -0.895, 0.751, 0.004, 0.303, -0.260, 0.395, -0.107, 0.252, -0.992, -0.914, 0.450, -0.894, 0.587, -0.419, -0.491, -0.966, 0.424, -0.483, 0.490, 0.672, 0.246, -0.418, 0.497, 0.686, -0.780, 0.548, -0.309]}

=====

[2]
{"formula": "C7H14FN3", "method": "ωB97M-V/def2-TZVPD", "smiles": "CC/[NH+]=C\\[NH+]=C(\\C)N/C=C\\F", "e_homo_ev": -17.65, "total_energy_ev": -14654.5887, "total_charge": 2, "fmax_ev_per_a": 4.58, "multiplicity": 1, "de_lowest_kj_mol": 187.3, "lumo_energy_ev": -9.06, "elements": ["C", "H", "H", "C", "C", "H", "F", "H", "H", "C", "C", "H", "N", "H", "C", "H", "H", "H", "H", "C", "H", "H", "N", "N", "H"], "xyz": [[2.30, 1.81, -0.04], [-4.34, 1.47, 1.17], [-2.77, 2.08, 1.09], [-2.77, 0.22, 0.17], [-3.48, 1.53, 0.52], [0.89, -3.32, 0.68], [1.23, 1.76, 0.74], [-3.79, 2.27, -0.21], [-2.43, 0.02, 1.20], [2.83, 0.74, -0.59], [1.71, -2.69, 0.39], [-1.79, 1.38, -1.19], [2.38, -0.59, -0.42], [-3.42, -0.58, -0.38], [-0.47, 0.01, -0.81], [3.36, -1.08, -0.59], [0.27, 0.40, -1.53], [2.60, -2.74, 1.20], [3.76, 0.80, -1.13], [1.40, -1.35, 0.06], [2.10, -3.14, -0.48], [2.59, 2.93, 0.14], [-1.62, 0.54, -0.69], [0.03, -0.96, 0.04], [-0.56, -1.50, 0.68]], "nbo_charge": [0.275, 0.281, 0.219, -0.275, -0.651, 0.284, -0.322, 0.247, 0.243, -0.186, -0.733, 0.454, -0.495, 0.272, 0.418, 0.476, 0.254, 0.311, 0.276, 0.609, 0.304, 0.271, -0.416, -0.579, 0.464]}

=====

[3]
{"formula": "C8H8BF9NO7P2Pd", "method": "ωB97M-V/def2-TZVPD", "e_homo_ev": -5.16, "total_energy_ev": -71452.7010, "total_charge": -1, "fmax_ev_per_a": 1.46, "multiplicity": 1, "de_lowest_kj_mol": 49.8, "lumo_energy_ev": 2.20, "elements": ["C", "H", "F", "F", "P", "C", "F", "N", "H", "O", "F", "F", "C", "O", "C", "C", "C", "H", "O", "P", "H", "F", "O", "O", "C", "F", "F", "F", "H", "H", "O", "C", "H", "O", "B", "H", "Pd"], "xyz": [[-2.19, -3.97, -2.92], [3.34, 3.00, 0.83], [-2.77, -4.65, -3.93], [-4.44, 0.29, 1.01], [0.32, 2.73, 1.34], [-2.17, -4.50, -1.64], [-3.63, -1.66, 0.11], [1.56, 1.82, 3.53], [4.00, 2.48, 2.37], [1.60, -0.04, 0.14], [-1.59, -2.24, -4.38], [-2.75, -5.69, -1.41], [-0.96, -2.56, -0.80], [0.04, 2.03, 0.01], [3.11, 2.89, 1.89], [-1.60, -2.75, -3.15], [-0.98, -2.07, -2.11], [1.61, 0.79, 3.71], [3.81, 0.26, 1.18], [2.23, 0.22, 1.50], [4.02, -0.34, 0.45], [-2.43, -0.58, 1.77], [-0.38, -1.98, 0.22], [-0.60, 2.72, 2.50], [1.90, 1.98, 2.06], [-1.60, -4.34, 0.62], [-0.40, -0.89, -2.39], [-2.51, 0.33, -0.29], [0.68, 4.36, 0.00], [2.19, 2.34, 4.14], [1.93, -0.59, 2.71], [-1.58, -3.81, -0.61], [2.90, 3.89, 2.27], [0.73, 4.25, 0.96], [-3.31, -0.43, 0.68], [0.57, 2.16, 3.60], [-0.38, 0.00, 0.32]], "nbo_charge": [0.227, 0.244, -0.308, -0.553, 2.365, 0.266, -0.559, -0.740, 0.217, -1.041, -0.307, -0.305, 0.225, -1.090, -0.626, 0.257, 0.288, 0.476, -1.012, 2.358, 0.514, -0.567, -0.672, -1.118, -0.631, -0.297, -0.317, -0.566, 0.512, 0.403, -1.120, 0.289, 0.217, -1.003, 1.347, 0.478, 1.147]}

=====

[4]
{"formula": "C4H6N2S2", "method": "ωB97M-V/def2-TZVPD", "smiles": "CC(=S)/N=C\\NC=S", "e_homo_ev": -8.99, "total_energy_ev": -28893.1064, "fmax_ev_per_a": 4.18, "multiplicity": 1, "de_lowest_kj_mol": 299.5, "lumo_energy_ev": -1.11, "elements": ["H", "C", "C", "H", "C", "C", "H", "S", "H", "H", "S", "H", "N", "N"], "xyz": [[0.03, 3.21, -2.57], [-0.71, -0.99, 2.03], [-1.26, 0.78, 0.42], [1.67, 2.74, -2.13], [0.24, 1.28, -1.41], [0.67, 2.74, -1.68], [0.59, 3.18, -0.56], [0.77, -0.10, -2.22], [-1.43, -0.57, 2.70], [0.45, -0.76, 0.49], [0.25, -2.45, 2.36], [-2.35, 0.87, 0.61], [-0.86, 1.47, -0.59], [-0.42, -0.16, 1.02]], "nbo_charge": [0.258, 0.022, 0.312, 0.230, 0.097, -0.681, 0.236, -0.070, 0.191, 0.472, -0.170, 0.223, -0.478, -0.643]}

=====

[5]
{"formula": "C2H4N2", "method": "ωB97M-V/def2-TZVPD", "e_homo_ev": [-9.21, -8.80], "total_energy_ev": -5112.2308, "fmax_ev_per_a": 3.06, "multiplicity": 1, "de_lowest_kj_mol": 649.3, "lumo_energy_ev": [-0.57, -1.36], "elements": ["H", "H", "C", "C", "N", "N", "H", "H"], "xyz": [[1.59, 0.95, 1.04], [1.57, -0.73, 0.61], [-1.79, 0.22, 0.18], [-2.96, -0.01, 0.34], [1.42, 0.24, 0.34], [0.60, 0.59, -0.62], [0.35, -0.19, -1.22], [-3.97, -0.17, 0.58]], "nbo_charge": [0.391, 0.377, -0.174, -0.487, -0.471, -0.217, 0.363, 0.218]}

=====

[6]
{"formula": "C29H28N2O5", "method": "ωB97M-V/def2-TZVPD", "e_homo_ev": -6.61, "total_energy_ev": -43738.9304, "fmax_ev_per_a": 4.20, "multiplicity": 1, "de_lowest_kj_mol": 789.9, "lumo_energy_ev": -1.22, "elements": ["C", "H", "C", "H", "H", "H", "H", "C", "H", "H", "H", "H", "C", "H", "O", "H", "C", "O", "H", "C", "O", "C", "H", "C", "C", "O", "C", "H", "H", "N", "C", "C", "H", "C", "C", "H", "H", "H", "O", "C", "H", "H", "C", "H", "C", "C", "H", "C", "C", "C", "C", "N", "H", "H", "C", "H", "C", "H", "C", "C", "C", "C", "C", "H"], "xyz": [[-2.27, -4.75, -1.22], [-2.13, -1.62, -0.13], [0.40, -2.42, -0.46], [1.34, 6.00, -2.83], [6.54, -2.00, 0.07], [-0.39, 6.41, -2.89], [-4.90, 0.23, 3.68], [0.74, -1.05, -0.94], [1.75, 3.66, -2.81], [-0.09, -0.20, -0.45], [-2.91, 4.17, 4.86], [-4.18, 2.02, 4.37], [3.26, -1.60, -0.87], [-0.84, 4.70, 3.60], [7.70, -3.75, -1.02], [-2.33, 2.93, -0.09], [-1.50, 0.73, 1.04], [2.31, 0.22, 0.31], [0.52, 6.65, -1.39], [3.22, -2.56, -1.90], [6.59, -4.88, -2.54], [2.11, -0.74, -0.44], [2.30, -2.73, -2.46], [-2.53, -0.23, 1.35], [-0.48, 2.00, -0.78], [-0.65, -2.97, -1.14], [-2.84, -1.49, 0.69], [-2.34, -5.84, -1.20], [4.33, -4.11, -2.96], [6.67, -3.96, -1.70], [-0.89, -4.34, -0.76], [0.41, 5.99, -2.26], [-2.73, -2.34, 1.38], [0.07, 4.59, -1.83], [-1.39, 3.10, -0.62], [-3.04, -4.37, -0.54], [-1.75, 5.21, -0.83], [-3.86, -1.50, 0.27], [0.95, -3.02, 0.45], [-3.28, 2.30, 3.83], [-4.31, -1.39, 3.19], [-0.01, 3.15, 1.80], [-1.62, 1.77, 2.08], [0.68, -1.02, -2.04], [-2.77, 1.47, 2.84], [4.35, -3.32, -2.20], [1.28, 1.40, -1.89], [-1.39, 3.78, 3.38], [4.48, -1.39, -0.19], [-1.09, 4.37, -1.07], [-0.91, 2.93, 2.37], [-3.29, 0.26, 2.36], [-0.12, -4.96, -1.25], [-2.50, -4.41, -2.24], [5.61, -2.13, -0.48], [-5.28, -0.42, 2.06], [-2.56, 3.48, 4.09], [4.54, -0.65, 0.60], [0.88, 3.50, -2.16], [-4.51, -0.36, 2.85], [0.61, 2.23, -1.67], [-0.70, 0.79, -0.09], [5.54, -3.11, -1.48], [-0.81, -4.43, 0.33]], "nbo_charge": [-0.627, 0.273, 0.773, 0.218, 0.250, 0.225, 0.224, -0.739, 0.216, 0.279, 0.219, 0.212, -0.014, 0.219, -0.380, 0.215, -0.160, -0.555, 0.225, -0.214, -0.379, 0.576, 0.227, 0.334, -0.188, -0.544, -0.693, 0.217, 0.247, 0.500, -0.080, -0.636, 0.241, 0.030, -0.128, 0.199, 0.216, 0.232, -0.659, -0.236, 0.218, 0.233, 0.014, 0.230, 0.099, -0.170, 0.213, -0.223, -0.181, -0.245, -0.206, -0.324, 0.182, 0.217, -0.181, 0.214, -0.210, 0.242, -0.258, -0.410, -0.066, 0.049, 0.020, 0.205]}

=====

[7]
{"formula": "C3H4ClF", "method": "ωB97M-V/def2-TZVPD", "e_homo_ev": -9.49, "total_energy_ev": -18412.0344, "fmax_ev_per_a": 5.80, "multiplicity": 1, "de_lowest_kj_mol": 293.3, "lumo_energy_ev": 0.76, "elements": ["H", "C", "F", "H", "C", "Cl", "H", "C", "H"], "xyz": [[-2.01, 1.33, -1.06], [-1.55, 0.58, -0.27], [2.35, -0.87, -0.35], [0.88, -1.52, 0.77], [1.41, -0.63, 0.50], [-2.83, -0.31, 0.49], [1.57, 0.24, 1.17], [-0.21, 0.30, -0.26], [0.39, 0.87, -0.98]], "nbo_charge": [0.229, -0.289, -0.312, 0.182, 0.138, -0.022, 0.189, -0.301, 0.186]}

=====

[8]
{"formula": "C5H10N2O", "method": "ωB97M-V/def2-TZVPD", "e_homo_ev": -9.52, "total_energy_ev": -10367.6211, "fmax_ev_per_a": 8.71, "multiplicity": 1, "de_lowest_kj_mol": 741.4, "lumo_energy_ev": 0.44, "elements": ["H", "H", "H", "C", "H", "O", "C", "H", "C", "H", "N", "H", "H", "H", "N", "H", "C", "C"], "xyz": [[3.84, 0.37, 0.56], [0.75, -1.75, -0.29], [-1.71, 1.32, 1.20], [-1.35, -0.53, -0.93], [-1.26, -0.53, 2.13], [3.13, -0.51, 0.00], [-2.49, -0.57, 0.12], [0.01, 1.88, 0.37], [-0.41, 0.12, -0.14], [-2.95, -1.51, 0.64], [1.96, 0.26, 0.17], [-1.05, -1.65, -0.99], [-1.69, -0.17, -1.97], [0.23, 1.86, -1.08], [-0.50, 1.54, -0.37], [-3.33, 0.11, 0.11], [0.94, -0.47, 0.00], [-1.37, 0.04, 1.06]], "nbo_charge": [0.470, 0.173, 0.235, -0.380, 0.227, -0.535, -0.425, 0.350, -0.071, 0.205, -0.179, 0.206, 0.234, 0.350, -0.791, 0.210, 0.097, -0.375]}